{"formula": "C27H53F7O8PS", "method": "wB97M-V/def2-TZVPD", "symbols": ["O", "S", "O", "P", "C", "F", "F", "C", "F", "F", "C", "F", "F", "F", "H", "H", "H", "H", "H", "C", "C", "C", "O", "C", "H", "H", "H", "H", "H", "H", "H", "H", "C", "C", "C", "O", "C", "H", "H", "H", "H", "H", "H", "H", "H", "C", "C", "C", "O", "C", "H", "H", "H", "H", "H", "H", "H", "H", "C", "C", "C", "O", "C", "H", "H", "H", "H", "H", "H", "H", "H", "C", "C", "C", "O", "C", "H", "H", "H", "H", "H", "H", "H", "H", "C", "C", "C", "O", "C", "H", "H", "H", "H", "H", "H", "H", "H"], "positions_angstrom": [[1.7658, -4.2962, -2.8751], [1.1004, -3.3149, -1.9700], [0.9741, -3.9861, -0.6515], [2.5200, -1.5312, -1.9368], [-0.5571, -2.9711, -2.7901], [-1.0279, -4.1858, -3.2567], [-0.3096, -2.2268, -3.9113], [-1.7020, -2.3769, -1.8887], [-2.8889, -2.9552, -2.3192], [-1.6056, -2.6638, -0.5733], [-1.9478, -0.8286, -2.0078], [-0.9510, -0.0855, -1.5115], [-3.0336, -0.5565, -1.1948], [-2.3193, -0.4304, -3.2375], [3.6228, -2.4803, -1.7392], [2.3057, -1.3919, -0.5262], [1.4537, -0.6050, -2.2955], [2.7474, -1.7212, -3.3726], [3.4553, -0.4265, -1.8867], [4.5568, 4.1873, -2.2162], [5.8027, 3.3986, -1.8563], [5.2668, 1.9771, -1.8056], [4.1913, 1.9096, -2.7449], [3.8469, 3.2326, -3.1614], [4.7647, 5.1583, -2.6681], [3.9485, 4.3498, -1.3216], [6.5452, 3.4912, -2.6548], [6.2679, 3.7122, -0.9208], [4.8657, 1.7376, -0.8148], [6.0222, 1.2327, -2.0628], [4.1942, 3.3640, -4.1932], [2.7619, 3.3505, -3.1424], [-4.4787, 2.6771, -3.0683], [-4.5915, 3.9038, -3.9565], [-3.6005, 4.8540, -3.3048], [-2.5749, 4.0442, -2.7238], [-2.9991, 2.6734, -2.7281], [-4.8061, 1.7546, -3.5476], [-5.0722, 2.8198, -2.1602], [-4.2640, 3.6591, -4.9709], [-5.6000, 4.3148, -4.0140], [-4.0728, 5.4308, -2.5013], [-3.1551, 5.5514, -4.0172], [-2.4191, 2.1427, -3.4885], [-2.7917, 2.2230, -1.7563], [3.4008, 1.6258, 2.5879], [1.9890, 1.4627, 3.1193], [1.3556, 0.5841, 2.0537], [2.4016, -0.2336, 1.5198], [3.6637, 0.2624, 1.9722], [4.1301, 1.8946, 3.3522], [3.4174, 2.3972, 1.8106], [2.0115, 0.9335, 4.0769], [1.4602, 2.4060, 3.2641], [0.9448, 1.1848, 1.2337], [0.5626, -0.0497, 2.4491], [4.0562, -0.4403, 2.7165], [4.3620, 0.3060, 1.1336], [-3.7175, 1.5264, 4.1097], [-3.9287, 1.5908, 2.6074], [-2.5007, 1.6438, 2.0931], [-1.6980, 0.9200, 3.0336], [-2.4683, 0.6675, 4.2122], [-4.5650, 1.1112, 4.6563], [-3.5166, 2.5285, 4.5004], [-4.4173, 0.6755, 2.2614], [-4.5294, 2.4410, 2.2829], [-2.1295, 2.6739, 2.0536], [-2.3933, 1.1978, 1.1028], [-2.7201, -0.3986, 4.2293], [-1.8700, 0.8974, 5.0962], [-4.1090, -5.6258, -3.8914], [-4.2225, -7.0678, -4.3526], [-5.6531, -7.4075, -3.9703], [-6.4041, -6.1916, -4.0611], [-5.4955, -5.0898, -4.1992], [-3.3171, -5.0666, -4.3878], [-3.9253, -5.5932, -2.8145], [-4.1024, -7.1211, -5.4388], [-3.4904, -7.7341, -3.8963], [-5.7137, -7.7660, -2.9367], [-6.0971, -8.1603, -4.6254], [-5.5604, -4.7265, -5.2310], [-5.7938, -4.2831, -3.5276], [4.0553, 0.8822, 7.9286], [4.0647, -0.6006, 7.6025], [3.8406, -0.5913, 6.1002], [4.4247, 0.6200, 5.6047], [4.7395, 1.4744, 6.7084], [4.5609, 1.1311, 8.8621], [3.0243, 1.2423, 7.9915], [5.0462, -1.0253, 7.8324], [3.3107, -1.1748, 8.1413], [2.7729, -0.5762, 5.8570], [4.2975, -1.4471, 5.6009], [5.8286, 1.4831, 6.8292], [4.4060, 2.4909, 6.4903]], "spin_multiplicity": 1, "homo_lumo_gap_ev": 6.138, "total_charge": -1}


{"formula": "CHClFI", "method": "wB97M-V/def2-TZVPD", "symbols": ["C", "F", "Cl", "I", "H"], "positions_angstrom": [[0.0758, 0.1604, 0.1444], [0.2536, 0.3217, 1.4733], [0.0182, 1.7014, -0.7121], [-1.6786, -1.0909, -0.3483], [1.3309, -1.0926, -0.5574]], "spin_multiplicity": 1, "homo_lumo_gap_ev": [8.395, 8.394], "e_above_lowest_kj_mol": 331.0}


{"formula": "C8H12N3", "method": "wB97M-V/def2-TZVPD", "symbols": ["C", "C", "C", "C", "C", "C", "C", "C", "N", "N", "N", "H", "H", "H", "H", "H", "H", "H", "H", "H", "H", "H", "H"], "positions_angstrom": [[-2.1074, -2.3966, 0.1774], [-2.7237, -1.3834, -0.4885], [-0.8871, -1.8723, 0.5970], [3.5800, -1.1032, -0.4879], [2.2927, -1.0920, -0.1413], [1.5540, 0.1420, 0.0674], [0.2323, 0.3585, 0.2755], [-0.4753, 1.8692, 0.6048], [-1.9761, -0.2976, -0.4316], [-0.8415, -0.6362, 0.1857], [-1.3559, 2.3077, -0.4864], [-2.4091, -3.3572, 0.3399], [-3.6364, -1.3207, -0.9564], [-0.1606, -2.2716, 1.1635], [4.0061, -2.0889, -0.6325], [4.0847, -0.2186, -0.5138], [1.8206, -1.9994, -0.0963], [2.2574, 1.1072, 0.0954], [0.2113, 2.6585, 0.6595], [-0.8991, 1.5802, 1.4929], [-2.2992, 2.4760, -0.1486], [-2.1928, 0.7480, -0.8059], [-1.1678, 3.1878, -0.9248]], "spin_multiplicity": 1, "homo_lumo_gap_ev": 9.199, "total_charge": 1, "e_above_lowest_kj_mol": 336.9}


{"formula": "C30H58MgO21S4", "method": "wB97M-V/def2-TZVPD", "symbols": ["Mg", "O", "C", "C", "O", "H", "H", "H", "H", "C", "C", "C", "O", "C", "O", "O", "H", "H", "H", "H", "H", "H", "C", "C", "C", "O", "C", "O", "O", "H", "H", "H", "H", "H", "H", "C", "C", "C", "O", "C", "O", "O", "H", "H", "H", "H", "H", "H", "C", "C", "C", "O", "C", "O", "O", "H", "H", "H", "H", "H", "H", "C", "C", "C", "O", "C", "O", "O", "H", "H", "H", "H", "H", "H", "C", "S", "O", "C", "H", "H", "H", "H", "H", "H", "C", "S", "O", "C", "H", "H", "H", "H", "H", "H", "C", "S", "O", "C", "H", "H", "H", "H", "H", "H", "C", "S", "O", "C", "H", "H", "H", "H", "H", "H"], "positions_angstrom": [[-17.7125, 0.8995, 23.0987], [-15.7301, 1.7621, 21.5306], [-14.6882, 0.8452, 21.2924], [-14.5198, -0.4693, 22.1718], [-15.6872, -0.7796, 22.9811], [-13.6957, 1.2449, 21.0841], [-14.8710, 0.4657, 20.2871], [-13.6282, -0.4272, 22.7974], [-14.2626, -1.3165, 21.5360], [-13.8111, -8.2598, 21.1972], [-13.6733, -6.7144, 21.3297], [-14.0389, -6.1216, 22.6716], [-12.8197, -5.6404, 23.0587], [-11.9558, -5.5173, 22.0098], [-10.8428, -4.9885, 22.0392], [-12.3776, -6.3411, 21.0505], [-13.2181, -8.5508, 20.3301], [-14.8323, -8.6190, 21.0703], [-13.3887, -8.8296, 22.0248], [-14.3773, -6.2237, 20.6575], [-14.3820, -6.9013, 23.3515], [-14.7455, -5.2940, 22.6100], [-11.2258, -3.1002, 27.7969], [-12.2626, -2.0822, 28.4034], [-13.6077, -1.8868, 27.7654], [-14.5015, -2.0022, 28.8580], [-13.8726, -2.5456, 29.9325], [-14.4811, -2.8361, 30.9954], [-12.5500, -2.4857, 29.7060], [-11.7761, -3.9392, 27.3710], [-10.4470, -3.4436, 28.4778], [-10.8098, -2.6418, 26.8998], [-11.7759, -1.1559, 28.7089], [-13.9194, -2.5813, 26.9852], [-13.7043, -0.9150, 27.2814], [-13.7620, -1.0758, 16.2965], [-12.8207, -2.1349, 16.8114], [-12.2279, -2.8406, 15.6083], [-10.8312, -2.7740, 15.8490], [-10.6157, -1.9683, 16.8921], [-9.5093, -1.5733, 17.3063], [-11.7225, -1.5703, 17.4224], [-13.4859, -0.6541, 15.3301], [-13.9961, -0.3161, 17.0422], [-14.7289, -1.5603, 16.1600], [-13.2866, -2.7821, 17.5546], [-12.5349, -2.5065, 14.6172], [-12.6007, -3.8648, 15.6020], [-12.6152, 4.7142, 24.3904], [-12.0857, 3.4281, 25.1628], [-10.9157, 2.7063, 24.6927], [-10.1036, 2.5903, 25.7896], [-10.5796, 3.3656, 26.7913], [-10.1050, 3.3076, 27.9446], [-11.6990, 3.8810, 26.4315], [-13.6157, 5.0023, 24.7130], [-12.8538, 4.5095, 23.3467], [-12.0445, 5.6324, 24.2512], [-12.8342, 2.6458, 25.2888], [-10.4360, 3.3077, 23.9205], [-11.0712, 1.6828, 24.3515], [-16.3306, 3.9558, 16.2102], [-17.6279, 3.6082, 16.8301], [-18.0443, 4.4478, 18.0048], [-19.2928, 5.0085, 17.6850], [-19.6359, 4.4859, 16.5119], [-20.7458, 4.5541, 15.9598], [-18.6318, 3.8066, 15.9441], [-16.0518, 5.0042, 16.1044], [-16.1483, 3.3552, 15.3190], [-15.5496, 3.6248, 16.8947], [-17.4637, 2.5699, 17.1183], [-17.2549, 5.1273, 18.3261], [-18.2230, 3.7628, 18.8335], [-18.7590, 2.0289, 28.0147], [-17.0787, 2.4439, 27.3567], [-17.2717, 2.2734, 25.8230], [-17.1281, 4.2590, 27.8897], [-18.8856, 2.3998, 29.0318], [-18.7879, 0.9401, 27.9737], [-19.5170, 2.4073, 27.3288], [-18.1389, 4.6668, 27.8765], [-16.5094, 4.7754, 27.1557], [-16.7522, 4.2697, 28.9127], [-20.8110, -1.5319, 18.5355], [-19.1391, -0.9155, 19.1357], [-19.1505, -0.6706, 20.6784], [-18.2194, -2.5678, 18.9702], [-21.2376, -2.0896, 19.3692], [-20.6585, -2.1407, 17.6443], [-21.3974, -0.6483, 18.2834], [-17.2322, -2.4837, 19.4247], [-17.9597, -2.8626, 17.9534], [-18.8183, -3.3669, 19.4069], [-10.2223, 4.2181, 16.5282], [-9.3068, 4.4117, 18.0557], [-9.6016, 5.7910, 18.5997], [-10.5143, 3.3970, 18.9763], [-10.4077, 3.1727, 16.2812], [-9.7095, 4.5258, 15.6169], [-11.2085, 4.6824, 16.5227], [-11.5317, 3.5561, 18.6189], [-10.4658, 3.7222, 20.0155], [-10.1709, 2.3646, 19.0412], [-18.4785, 6.0561, 23.2473], [-19.9965, 5.0161, 22.9306], [-19.5075, 3.6065, 23.1958], [-20.9792, 5.4929, 24.4337], [-17.5586, 5.6974, 22.7855], [-18.2188, 5.8492, 24.2854], [-18.7386, 7.1017, 23.0824], [-20.3324, 5.4897, 25.3110], [-21.8277, 4.8257, 24.5856], [-21.4826, 6.4492, 24.2912]], "spin_multiplicity": 1, "homo_lumo_gap_ev": 5.160, "e_above_lowest_kj_mol": 768.8}


{"formula": "C4H13Cl2NSi2", "method": "wB97M-V/def2-TZVPD", "symbols": ["C", "C", "C", "C", "N", "Si", "Si", "Cl", "Cl", "H", "H", "H", "H", "H", "H", "H", "H", "H", "H", "H", "H", "H"], "positions_angstrom": [[1.1600, 1.6979, 0.4473], [0.1253, 1.8956, -0.6944], [-0.2009, -1.8493, 2.3877], [0.6467, -2.3553, 1.4975], [1.0759, -1.0695, -2.3359], [-0.2015, -2.0794, -2.2729], [-1.5938, 2.3506, -0.1195], [-2.8944, 2.2116, -1.7592], [-2.2798, 1.1230, 1.2104], [2.0386, 1.9292, 0.0329], [0.8206, 2.4332, 1.2061], [1.0593, 0.6150, 0.8616], [0.3342, 0.9654, -1.1760], [0.5008, 2.5809, -1.3054], [-1.1378, -1.2520, 2.2620], [-0.0141, -2.2043, 3.4286], [1.6159, -2.9453, 1.6354], [0.4931, -1.9776, 0.4766], [2.0241, -1.3441, -2.2762], [-0.5880, -3.4616, -2.3547], [-1.3552, -1.1366, -1.6546], [-1.6289, 3.8724, 0.5028]], "spin_multiplicity": 1, "homo_lumo_gap_ev": 9.484, "e_above_lowest_kj_mol": 270.2}


Number 1: E -3100.88534 hartree. Number 2: E -896.31343 hartree. Number 3: E -475.95221 hartree. Number 4: E -4550.41014 hartree. Number 5: E -1714.27310 hartree.